Density functional theory data (ωB97M-V/def2-TZVPD) for a 5-piece molecular cluster, C21H33F2NO11 overall.

XYZ file:
```
68
Properties=species:S:1:pos:R:3:forces:R:3
H -1.40019 1.41706 -3.84251 0.1 0.0 0.0
H 5.22675 -3.70567 2.50354 0.1 -0.2 0.0
C 5.31725 1.50343 -5.81543 -0.1 0.2 -0.1
H 1.79303 3.72375 -2.48793 0.0 -0.1 0.0
O 0.19396 -4.19725 -0.00660 0.3 0.1 0.4
C -1.14163 0.53772 2.18704 0.5 0.2 0.3
O 6.19001 1.84341 -6.88965 0.0 -0.1 0.1
H 3.46562 -3.70315 2.73377 0.0 -0.2 0.1
O 3.44660 -1.94369 0.32827 -0.2 -0.2 0.4
O 1.50664 5.33937 -4.65484 -0.1 -0.1 -0.1
H -3.16901 -4.52146 2.82758 -0.2 -0.1 -0.1
C -1.03732 -1.89564 2.29092 0.6 -0.2 0.0
H -4.08297 1.44872 5.34477 0.0 0.0 0.0
H 0.08858 3.86029 -2.89727 0.0 0.0 0.0
C 2.06799 -1.90928 0.31955 0.0 0.1 -0.4
C 1.40352 3.91717 -4.60375 0.2 0.1 0.3
H -3.57793 2.04609 -2.74794 0.0 0.0 0.0
H 1.28907 -0.79696 1.88294 0.0 0.1 0.1
C -0.32537 -3.80134 1.00685 0.0 -0.2 -0.1
H -0.45925 -6.44251 2.39483 0.2 0.0 0.0
H 1.92417 -2.28446 2.47090 0.2 -0.1 0.0
H 2.18863 5.60558 -4.03176 0.0 0.0 0.0
F -2.44890 0.33287 4.34483 0.1 0.3 0.0
H -0.87036 0.16402 -1.37078 0.1 -0.1 0.0
H 3.35744 0.65538 -5.47044 0.0 0.0 0.0
O -1.30914 -1.40370 5.07701 -0.2 -0.3 0.2
C 1.35914 -1.85715 1.64963 -0.1 -0.3 0.1
C -1.20659 -6.11671 1.67451 -0.3 -0.2 -0.2
H 2.35459 3.47409 -4.92119 -0.1 -0.1 -0.1
H 4.18056 0.04113 -6.91645 0.0 0.0 0.0
O -0.72082 1.60068 2.46452 -0.2 0.2 0.0
O -0.57468 0.61673 -2.16568 0.0 0.1 -0.2
C -2.36593 -4.01363 2.31640 0.4 0.0 -0.2
C -0.01375 -2.47315 1.65532 -0.3 0.5 0.1
H -6.45939 3.10211 4.74987 0.0 0.0 0.0
C -2.38941 -2.54313 2.30388 -0.3 0.1 -0.1
H 3.47301 1.65284 -6.92981 0.0 0.0 0.1
O 4.52519 -3.87539 0.03820 0.0 -0.1 -0.2
C 4.30808 -3.17646 2.29454 -0.2 0.6 0.0
C -5.52733 3.58889 5.03739 0.0 -0.1 0.0
H -0.93279 -6.48669 0.69161 0.2 0.1 -0.1
C 4.10584 -3.08711 0.81583 0.3 -0.1 -0.2
H -2.19621 2.73426 -1.87550 0.0 0.0 0.0
H -4.01300 3.41985 6.56542 0.0 0.1 0.1
H 5.85163 0.77463 -5.20882 0.1 0.0 0.0
C -2.69130 1.80527 -2.15946 0.0 0.0 0.0
C 1.03595 3.42443 -3.21702 0.0 0.0 -0.1
H 5.13708 2.39113 -5.19828 0.0 -0.1 0.1
O -3.39736 -1.87145 2.29147 0.3 -0.1 0.4
O 1.48403 -1.77821 -0.70228 -0.1 0.3 -0.2
H 0.94483 2.33822 -3.19516 0.0 0.0 0.1
N -0.91026 -0.62976 2.96855 -1.2 0.2 -1.0
H -5.72441 4.64705 5.21486 0.0 0.0 0.0
C -1.73738 0.91629 -2.93600 -0.1 -0.1 0.4
H -4.83765 3.50542 4.19404 0.0 0.1 0.0
H -3.01242 1.31104 -1.23991 -0.1 0.0 0.0
C 4.00272 0.92734 -6.30727 0.0 0.0 -0.1
H -2.14687 -6.58197 1.95430 -0.1 -0.1 0.1
O -4.70676 1.53619 6.07012 -0.1 0.1 0.1
F -1.83386 0.30086 1.08279 0.1 -0.2 -0.2
C -1.54321 -0.62751 4.22430 0.5 -0.2 0.2
C -1.35721 -4.63613 1.70032 -0.4 0.0 0.5
H 4.33082 -2.17902 2.72337 0.1 0.1 0.1
C -4.94592 2.92554 6.27257 0.1 0.0 -0.2
H -2.22914 -0.01932 -3.22227 -0.1 0.1 -0.1
H -5.64140 2.99597 7.10716 0.0 0.0 0.0
H 5.74551 2.49930 -7.43445 0.0 0.0 0.0
H 0.63888 3.63382 -5.32539 0.0 0.1 -0.1
```
Positions in Å, forces in eV/Å.

The spin multiplicity is 1. For the HOMO energy, the calculation gives -10.118 eV. The value obtained for the relative energy (zero: lowest compared OMol25 entry of this formula, charge and spin) is 7.2 kcal per mole. The structure (SMILES) is CC(=O)OC(=O)CC1=C(N(C(=O)F)C(=O)F)C(=O)C=C(C)C1=O.CCO.CCO.CCO.CCO. The orbital gap is 8.25 eV.


Density functional theory data (ωB97M-V/def2-TZVPD) for C21H33FeN8O3P2S4 as an isolated structure.

XYZ file:
```
72
Properties=species:S:1:pos:R:3:forces:R:3
C 0.09025 2.19580 -5.55639 0.0 0.0 0.0
C 5.09139 -1.00426 -0.56956 -0.3 0.0 0.0
C 2.26564 1.34892 2.91966 0.0 0.0 0.0
C 5.02675 1.40011 -1.96208 -0.3 0.0 0.0
H 7.21178 -0.90356 -0.79335 0.0 0.0 0.0
H -0.24160 -0.09283 4.69353 0.0 0.0 0.0
N -2.86916 -1.21502 0.57935 0.0 0.2 0.1
C -1.66948 -3.05031 3.32033 0.1 0.0 0.0
C -0.22917 -3.52907 -4.55275 0.0 0.0 0.0
H -4.01974 -0.40211 -0.95413 0.0 0.0 0.0
H -4.06911 -0.47301 2.17267 0.0 0.0 0.0
C -0.27780 -1.77332 -2.89155 0.0 0.1 -0.2
S -1.88211 3.33480 -4.19240 0.0 0.1 0.0
C 6.26391 -0.42210 -0.99646 0.1 0.2 -0.1
P -1.34537 -1.44405 1.13243 0.3 -0.1 0.2
C -1.09520 -4.07160 1.16135 0.0 0.0 0.0
H -2.06542 -4.55639 1.03129 0.0 0.0 0.0
H -1.46576 2.37654 4.63805 0.0 0.0 0.0
C 0.75281 0.33126 4.57095 0.0 0.0 0.0
C 3.82860 0.81685 -1.52642 0.5 -0.1 0.0
H -0.41140 -4.75067 1.67223 0.0 0.0 0.0
N -1.48762 2.11106 2.52304 0.0 0.1 0.0
H -1.84566 -2.10128 3.82178 0.0 0.0 0.0
C -1.73900 -3.64708 -2.58802 0.0 0.1 -0.1
S -0.77936 2.13946 -1.67976 -0.1 -0.2 0.1
H 0.34945 1.37946 -6.22831 0.0 0.0 0.0
H 7.15452 1.24324 -2.03334 0.0 0.0 0.0
N -2.56031 -4.16107 -1.96073 0.0 0.0 0.1
C 3.85881 -0.38604 -0.82950 0.4 0.1 -0.1
H 2.60109 2.12331 3.61403 0.0 0.0 0.0
O -1.08257 -0.36309 2.32887 -0.2 0.1 0.0
H -1.33343 3.52568 -6.53054 0.0 0.0 0.0
C -0.75871 2.30096 -3.34345 0.2 -0.1 -0.1
H 4.98759 2.33656 -2.50564 0.0 0.0 0.0
H 0.82591 2.99662 -5.67353 0.0 0.0 0.0
C -1.32045 2.71330 -5.80913 0.0 0.0 0.0
C -1.26404 3.49712 2.10186 0.0 0.0 0.0
H -0.67221 4.05332 2.83783 0.0 0.0 0.0
N 0.08829 1.72879 -4.18053 -0.1 0.0 0.0
H -1.99269 1.92170 -6.13446 0.0 0.0 0.0
N 0.05615 -0.71782 -2.53348 0.2 -0.2 0.2
O 0.24063 1.28808 0.80282 0.1 0.1 -0.2
S 2.36966 -1.09685 -0.29037 -0.2 -0.2 0.2
O -0.31903 -1.29252 0.07947 -0.4 0.2 -0.4
H -3.87451 -2.24306 2.11966 0.0 0.0 0.0
S 2.29708 1.58887 -1.82251 -0.2 0.3 0.0
H -2.28013 -0.18997 -1.15852 0.0 0.0 0.0
H 2.94589 0.49644 2.98210 0.0 0.0 0.0
H -2.40390 0.98335 4.04602 0.0 0.0 0.0
Fe 0.78045 0.23077 -0.99056 -0.4 0.2 0.3
H -4.90277 -1.44124 0.94214 0.0 0.0 0.0
H 1.47829 -0.47656 4.69774 0.0 0.0 0.0
N 0.18249 -3.94649 -5.54538 0.0 0.0 0.0
C -0.74257 -2.98507 -3.34770 0.0 -0.1 0.0
C -2.11809 2.01351 3.83530 -0.1 0.0 0.0
H 0.84249 1.16654 -3.79968 0.1 0.0 0.0
P -0.29626 1.02682 2.15450 0.2 -0.2 0.0
H -2.59078 -3.64002 3.34199 0.0 0.0 0.0
H -2.23226 3.98671 1.99269 0.0 0.0 0.0
H -3.15485 0.81876 0.01166 0.0 0.0 0.0
N -1.21071 -2.84245 1.95544 -0.2 -0.1 0.0
H -3.02437 2.61936 3.83191 0.0 0.0 0.0
H -0.69280 -3.84665 0.17740 0.0 0.0 0.0
N 0.90701 0.92296 3.25297 0.1 0.1 0.0
H 5.10301 -1.94380 -0.03039 0.0 0.0 0.0
H -0.90546 -3.59580 3.87858 0.0 0.0 0.0
H 0.91868 1.07048 5.35915 0.0 0.0 0.0
C -3.08782 -0.17985 -0.43353 0.0 -0.1 0.0
H 2.29978 1.73591 1.90497 0.0 0.0 0.0
C -3.98066 -1.34625 1.51454 0.0 -0.1 -0.1
H -0.75557 3.51979 1.14175 0.0 0.0 0.0
C 6.23154 0.78807 -1.69791 0.1 -0.2 0.1
```
Positions in Å, forces in eV/Å.

The spin multiplicity is 2. For the HOMO energy (alpha / beta), the calculation gives -7.133 / -7.421 eV. Its expectation value of S² is 1.06. The orbital gap (alpha / beta) is 6.73 / 7.50 eV.


Density functional theory data (ωB97M-V/def2-TZVPD) for an isolated molecule of C21H33N3O3S.

XYZ file:
```
61
Properties=species:S:1:pos:R:3:forces:R:3
H -1.06265 -3.22514 0.92689 0.1 -0.1 -0.1
C -1.66825 -1.69052 2.32746 -0.3 -0.1 -0.1
H -3.58301 1.06550 2.44498 0.1 0.0 0.0
H -2.34835 1.98256 3.34308 -0.3 0.0 0.0
H 1.38192 0.36494 0.06256 0.0 -0.1 -0.2
C 1.36211 -1.92686 -4.21288 -0.1 0.0 0.1
H -1.81086 -3.84338 2.39864 0.0 -0.1 0.0
H 3.69750 -0.33001 -3.85073 0.1 0.0 0.1
C 0.01514 -1.85395 -4.51111 0.0 0.0 -0.1
H -3.73035 -1.52363 2.90256 -0.1 -0.1 0.0
H -2.69387 -2.21725 4.15273 -0.1 -0.1 0.0
O 0.85642 0.22663 2.29730 -0.1 -0.2 -0.2
H 3.47900 0.26768 -0.97741 0.0 0.1 0.0
C 3.88895 -0.65294 -2.82544 0.1 -0.2 -0.1
H -1.38369 -0.75256 5.66049 0.0 -0.1 0.1
C 1.79323 -2.01155 -2.89450 0.1 -0.2 0.1
C -1.38096 0.04215 4.91687 -0.2 0.0 -0.1
C -0.50463 -1.96645 -2.17750 -0.1 0.0 0.0
H -0.30201 4.81877 -1.05644 0.0 0.0 0.0
C 0.84648 -2.03021 -1.88015 0.0 0.0 0.0
C 2.35255 1.20794 -2.39470 0.0 0.4 0.5
H -0.46698 -0.02513 4.33382 0.1 -0.1 0.1
C -2.59845 1.00848 2.92421 -0.3 0.2 0.6
N -1.62905 0.75032 1.88133 0.9 0.5 0.3
H -1.37068 1.00014 5.43077 0.1 0.1 0.1
N 0.31628 1.99572 0.66380 0.0 -0.3 0.7
O 2.01205 1.29959 -3.55356 -0.2 0.1 -0.3
H 1.59606 3.87637 -2.41839 -0.1 0.0 -0.1
H 1.12058 4.46410 -0.06413 0.0 0.1 0.1
H 3.42622 -2.33236 -1.54725 0.0 -0.1 0.0
H 2.57424 2.43661 -0.64022 0.0 -0.1 0.0
H -3.50203 0.11835 4.64426 0.0 0.0 -0.1
C 1.76428 2.05795 -1.27136 -0.4 0.0 -0.3
H -0.30515 -1.78110 -5.53973 0.0 0.0 -0.1
C -0.92278 -1.87266 -3.49258 -0.1 0.0 0.0
C -0.50401 3.09655 0.22012 -0.2 0.5 0.1
C -2.61505 -0.06134 4.02481 -0.1 0.0 0.0
C -1.84897 -3.04894 1.65718 0.1 0.3 0.1
H 0.17458 2.83896 -2.47794 0.0 0.0 -0.1
S -0.07110 1.30565 2.10981 0.1 0.3 -0.7
C 0.84211 1.18850 -0.40558 0.4 -0.4 -0.1
H 1.16548 -2.10051 -0.84854 0.1 0.0 0.1
H 2.08992 -1.91377 -5.01082 0.1 0.0 -0.1
H -0.68353 -1.65497 2.79978 0.0 0.0 0.0
H -2.67182 -0.61408 0.73625 0.1 0.0 0.0
C -2.74938 -1.44639 3.38125 0.2 0.2 0.0
N 3.31182 0.35466 -1.96765 0.3 -0.3 0.2
H -0.84430 3.61353 1.11716 -0.1 0.1 -0.2
H -2.81068 -3.10180 1.14930 -0.1 0.0 -0.1
H -1.37874 2.72332 -0.33359 0.0 0.0 0.0
H -1.97649 -1.81663 -3.72338 -0.1 0.0 0.0
C 3.26419 -2.03666 -2.58620 0.0 0.3 -0.2
H -0.89849 -0.66071 0.58805 -0.1 -0.2 -0.2
C 0.95204 3.23093 -1.81964 0.2 0.1 0.1
H -1.23349 -1.99101 -1.38010 -0.1 0.0 0.1
C 0.32969 4.01864 -0.66914 -0.1 -0.3 0.0
C -1.72585 -0.56575 1.29000 0.3 -0.5 -0.1
O -0.11466 2.36091 3.07028 -0.3 0.1 0.1
H 3.77046 -2.75687 -3.23199 0.0 -0.1 0.1
H 4.96851 -0.69400 -2.65254 -0.1 0.0 -0.1
H 0.03852 0.78370 -1.04057 0.1 0.0 0.0
```
Positions in Å, forces in eV/Å.

The spin multiplicity is 1. For the HOMO energy, the calculation gives -9.044 eV. The value obtained for the relative energy (zero: lowest compared OMol25 entry of this formula, charge and spin) is 0.0 kcal per mole. The structure (SMILES) is C[C@@H]1C[C@@H](C)CN(S(=O)(=O)N2CCC[C@H](C(=O)NCCc3ccccc3)C2)C1. The orbital gap is 9.76 eV.


| no. | F_max (eV Å⁻¹) |
| --- | --- |
| 1 | 1.6 |
| 2 | 0.6 |
| 3 | 1.0 |